Record 1
C13H14BO6S | the ωB97M-V functional and the def2-TZVPD basis

```
! RIJCOSX wB97M-V def2-TZVPD def2/J DEFGRID3
* xyz 1 1
C 1.2257 0.5940 0.4782
O 0.2297 0.6612 1.5535
B -0.8830 0.0014 1.2672
O -1.1626 -1.2860 1.5482
S -2.1745 1.0991 0.3440
H 2.0169 1.2741 0.7297
H 1.6210 -0.4072 0.3978
H 0.8050 0.9274 -0.4630
H -1.1722 -1.8386 0.7586
H -3.2024 0.3291 -0.1789
H -2.6813 1.9941 1.1971
C 6.3003 3.1106 0.9238
C 5.1160 2.5827 0.6317
C 4.9275 1.7349 -0.5702
O 3.8437 1.2510 -0.8419
C 6.1055 1.4948 -1.4357
C 7.2922 2.0210 -1.1473
C 7.4857 2.8711 0.0567
O 8.5617 3.3496 0.3238
H 6.4624 3.7328 1.7945
H 4.2427 2.7463 1.2508
H 5.9414 0.8728 -2.3062
H 8.1660 1.8597 -1.7650
C -6.4178 -1.5727 -1.1455
C -7.1518 -2.5902 -0.7024
C -6.5453 -3.6842 0.1017
O -7.2010 -4.6107 0.5061
C -5.0859 -3.5929 0.3907
C -4.3624 -2.5711 -0.0559
C -4.9749 -1.4886 -0.8514
O -4.3181 -0.5386 -1.2702
H -6.8357 -0.7661 -1.7337
H -8.2122 -2.6726 -0.9023
H -4.6606 -4.3985 0.9753
H -3.3018 -2.4896 0.1402
*
```

- HOMO energy: -12.24 eV
- Lowest unoccupied orbital energy: -4.8 eV
- Molar mass: 309.1 Da

---

Record 2
C13H14BrN3O2SZn | the ωB97M-V functional and the def2-TZVPD basis

```
! RIJCOSX wB97M-V def2-TZVPD def2/J DEFGRID3
* xyz 0 1
Zn 0.7573 0.8423 -0.4284
N 1.5463 3.0745 0.6531
C 0.8669 4.2281 0.0449
C -0.6335 4.0887 0.2208
C -1.3154 3.0895 -0.6919
O -2.4101 3.3674 -1.1463
O -0.7010 1.9541 -0.9423
H 1.4726 3.1149 1.6619
H 2.5362 3.0655 0.4446
H 1.1128 4.2469 -1.0164
H 1.2023 5.1741 0.4696
H -1.1373 5.0356 0.0572
H -0.8296 3.7962 1.2600
S 3.0215 0.4423 -0.2265
C 2.6707 -1.2803 -0.2680
C 3.6059 -2.3155 -0.1429
C 3.1639 -3.6235 -0.1884
C 1.8071 -3.8939 -0.3548
C 0.9491 -2.8207 -0.4730
N 1.3699 -1.5478 -0.4359
H 4.6537 -2.0778 -0.0130
H 3.8733 -4.4406 -0.0931
H 1.4279 -4.9075 -0.3918
H -0.1197 -2.9702 -0.6042
Br -5.0670 -3.0818 0.5695
C -3.5217 -2.0369 0.3604
C -2.8097 -1.6338 1.4714
C -1.6729 -0.8705 1.2590
N -1.2463 -0.5109 0.0460
C -1.9671 -0.8955 -1.0088
C -3.1107 -1.6662 -0.9040
H -3.1236 -1.8980 2.4726
H -1.0793 -0.5403 2.1072
H -1.6256 -0.5559 -1.9820
H -3.6671 -1.9525 -1.7866
*
```

- HOMO energy: -8.27 eV
- Lowest unoccupied orbital energy: 0.3 eV
- Molar mass: 421.6 Da

---

Record 3
C13H14Cl12CuF15MgO15S5 | the ωB97M-V functional and the def2-TZVPD basis

```
! RIJCOSX wB97M-V def2-TZVPD def2/J DEFGRID3
* xyz -1 2
Cu -15.2731 17.1448 -3.2755
Mg -18.2233 12.7135 -2.5954
C -13.9715 14.1798 -6.9542
F -14.5102 13.0816 -7.4911
F -13.3236 13.7937 -5.8681
F -13.1811 14.7909 -7.8318
S -15.4195 15.3636 -6.3815
O -15.4689 16.5332 -7.2791
O -16.6969 14.6249 -6.4782
O -15.0246 15.8140 -4.9961
C -19.9796 16.8911 -3.0810
F -19.8638 18.2062 -3.4406
F -19.9903 16.7199 -1.7509
F -21.1654 16.3994 -3.4563
S -18.5588 15.8258 -3.8398
O -18.5854 14.5029 -3.1821
O -18.7356 15.6138 -5.2884
O -17.3093 16.5991 -3.5406
C -13.9788 12.9028 -1.5646
F -13.9441 12.5289 -2.8564
F -14.1084 11.8238 -0.8023
F -12.7971 13.4455 -1.0994
S -15.4321 14.1386 -1.3098
O -15.2415 15.3373 -2.1379
O -16.5677 13.4263 -1.8476
O -15.4632 14.3100 0.1591
C -15.8131 10.6094 -5.8272
F -15.6399 10.6739 -7.1476
F -15.6763 9.3735 -5.4179
F -14.9221 11.3175 -5.2133
S -17.5746 11.4433 -5.4565
O -18.4176 10.2680 -5.3560
O -17.4437 12.2417 -4.2314
O -17.9629 12.3739 -6.5558
C -19.7179 9.6433 -0.2918
F -19.3480 9.8564 0.9246
F -20.4214 8.4899 -0.3472
F -20.5928 10.5981 -0.7020
S -18.3573 9.5973 -1.6042
O -18.9965 8.9808 -2.7872
O -18.0458 11.0386 -1.8114
O -17.2891 8.8080 -1.0747
Cl -10.2079 16.9615 -0.0579
C -8.8037 16.1457 -0.8461
C -9.2281 14.9608 -1.6894
Cl -10.0279 15.5686 -3.2185
H -8.1945 15.7538 -0.0316
H -8.3732 16.8635 -1.5444
H -10.0284 14.5013 -1.1093
H -8.4348 14.2824 -2.0033
Cl -13.8100 17.6197 -0.4761
C -13.4645 16.8317 1.1078
C -14.6842 17.0241 1.8951
Cl -14.7064 18.6696 2.5818
H -12.5111 17.2338 1.4506
H -13.2337 15.7706 1.0142
H -14.5698 16.3834 2.7695
H -15.5980 16.8150 1.3389
Cl -19.0313 13.6154 -0.5473
C -19.5911 14.4847 0.8778
C -18.5578 15.4542 1.5284
Cl -17.9098 16.7232 0.4779
H -19.9893 13.7426 1.5698
H -20.4116 15.1165 0.5376
H -17.6754 14.8884 1.8272
H -19.0125 15.9246 2.4003
C -14.6287 12.1194 2.4966
Cl -15.7488 11.1076 1.5830
Cl -13.3116 11.1905 3.2172
Cl -15.7101 12.9637 3.5853
H -14.2528 12.8937 1.8279
C -11.4161 11.4205 -4.1894
Cl -10.4819 12.4249 -5.4605
Cl -10.6614 11.6885 -2.5802
Cl -11.4700 9.7545 -4.8347
H -12.4678 11.7066 -4.1803
*
```

- HOMO energy (spin up / spin down): -7.53 / -7.07 eV
- <S²>: 0.7631
- Lowest unoccupied orbital energy (spin up / spin down): 1.2 / -2.9 eV
- Molar mass: 1368.8 Da

---

Record 4
C13H14Cl2MnN5O6S | the ωB97M-V functional and the def2-TZVPD basis

```
! RIJCOSX wB97M-V def2-TZVPD def2/J DEFGRID3
* xyz 1 6
Mn 0.7087 -0.8744 -0.6836
O -0.3206 -2.6150 3.4411
C -0.3119 -2.3526 2.1481
O 0.6022 -2.7254 1.4059
C -1.4450 -1.5275 1.6809
C -2.2713 -0.8762 2.5890
C -3.1892 0.0323 2.0952
C -3.3466 0.1646 0.7012
C -2.4208 -0.4423 -0.0847
N -1.4611 -1.2970 0.3656
C -2.0757 0.0830 -1.4344
O -2.8447 1.0161 -1.9585
O -1.0963 -0.3204 -1.9801
H 0.5095 -3.1165 3.7369
H -2.1701 -1.0340 3.6256
H -3.8670 0.5101 2.7368
H -4.1499 0.7556 0.3212
H -3.5775 1.2470 -1.4403
N 2.2299 -0.2279 0.9996
N 1.6234 0.8052 1.7160
C 0.5956 1.5248 1.0034
O 0.2553 2.5959 1.5174
O 0.0788 0.9490 -0.0083
H 2.3459 -1.0056 1.6410
H 3.0212 0.1307 0.4325
H 2.2235 1.4196 2.2891
Cl 0.4323 -3.4108 -1.7344
C 1.3901 -4.6193 -0.7993
Cl 3.0194 -3.9556 -0.6288
H 1.5117 -5.5658 -1.3939
H 0.8729 -4.8522 0.1754
S 2.1804 -0.1983 -2.6006
C 1.7687 1.4392 -2.2327
N 0.6515 1.9335 -2.8351
C 0.2216 3.1863 -2.5155
C 0.8768 3.9470 -1.5959
C 2.0772 3.3776 -1.0493
N 2.5273 2.1590 -1.4041
H 0.2394 1.2752 -3.5032
H -0.6401 3.5748 -3.0016
H 0.5771 4.9612 -1.3951
H 2.6476 3.9290 -0.3422
*
```

- HOMO energy (spin up / spin down): -11.32 / -11.65 eV
- <S²>: 8.7539
- Energy relative to the best compared isomer or geometry (same formula, charge and spin): 5.4 kcal per mole
- Lowest unoccupied orbital energy (spin up / spin down): -3.8 / -3.8 eV
- Molar mass: 494.2 Da

---

Record 5
C13H14Cl3NO3Si | the ωB97M-V functional and the def2-TZVPD basis

```
! RIJCOSX wB97M-V def2-TZVPD def2/J DEFGRID3
* xyz 0 1
N -4.6524 1.0014 -0.2371
O -0.0839 1.7088 1.9894
Cl 1.1629 -3.7043 -2.1965
Cl 3.6198 -1.8293 -2.8815
Cl 0.8918 -1.8674 2.7729
C -3.5601 1.4023 -0.2062
O 2.7588 0.1336 1.7936
O 0.2879 0.6105 -0.0036
C 0.6671 1.2544 1.1489
C 1.2932 -2.8355 0.2798
C 3.2330 -0.9518 -0.3165
C 1.8700 -2.7737 -0.9812
C 2.8999 -1.8993 -1.2472
C 1.6297 -1.9065 1.2035
C 2.5546 -0.9100 0.8992
C 2.1446 1.3634 1.3607
C -1.7938 3.0997 -0.8204
C -1.5097 -0.4941 -1.9265
C -1.8290 -0.8002 1.2367
C -2.2328 1.8496 -0.0322
Si -1.3072 0.2639 -0.2097
H 0.4706 -3.5163 0.4304
H 4.0584 -0.2873 -0.5148
H 2.6569 1.7153 0.4473
H 2.3375 2.1629 2.1057
H -1.7102 2.9010 -1.8741
H -0.8430 3.4744 -0.4396
H -2.5848 3.8525 -0.7144
H -0.7837 0.0297 -2.5604
H -2.5098 -0.4092 -2.3767
H -1.2726 -1.5452 -1.7898
H -2.8840 -1.0183 1.2873
H -1.4368 -0.3683 2.1582
H -1.3445 -1.7889 1.1737
H -2.1982 2.0825 1.0412
*
```

- HOMO energy: -9.39 eV
- Lowest unoccupied orbital energy: 0.3 eV
- Molar mass: 366.7 Da

---

Record 6
C13H14F17NO5S | the ωB97M-V functional and the def2-TZVPD basis

```
! RIJCOSX wB97M-V def2-TZVPD def2/J DEFGRID3
* xyz 0 1
O 5.5097 0.5384 4.7781
S 4.9459 0.8643 3.3399
O 3.4010 0.6717 3.4567
F 5.6949 -0.3062 2.2872
N 5.4120 2.5100 2.9916
C 4.6227 3.1250 1.8586
C 4.8854 2.1161 0.4120
C 5.8217 2.8915 -0.8276
O 6.3650 1.6851 0.1493
H 6.4324 2.6169 2.7902
H 5.1120 4.1668 1.5888
H 3.4646 3.1648 2.0184
H 3.9456 1.3686 0.0483
H 5.9364 2.1650 -1.7440
H 6.7193 3.5729 -0.4378
C 0.9610 -0.6993 1.2570
C 1.6310 -0.2966 -0.0658
C 0.6822 -0.1556 -1.2518
F 0.0345 -1.3076 -1.5385
F 1.3705 0.1859 -2.3757
F 2.6397 -1.1673 -0.3365
F 2.2365 0.9157 0.1421
O 1.0024 -2.0900 1.5893
C -0.0135 -2.8921 0.9879
C 0.5461 -3.9214 -0.0033
F 1.2599 -3.3279 -0.9946
F -0.4543 -4.6136 -0.6089
F -0.9507 -2.0827 0.4385
F -0.6334 -3.5369 2.0134
H 1.5379 -0.2158 2.0553
H -0.0479 -0.2826 1.3602
H -0.0611 0.6289 -1.0692
H 1.2031 -4.6342 0.5006
C -5.3752 0.0200 -2.8390
C -6.2983 -0.9249 -2.0542
C -7.0087 -0.2893 -0.8633
F -6.1458 0.1860 0.0630
F -7.7864 -1.2072 -0.2261
F -5.5943 -2.0274 -1.6830
F -7.2528 -1.3745 -2.9296
O -3.9845 -0.0355 -2.5084
C -3.5942 0.7429 -1.3774
C -3.0980 -0.1137 -0.2048
F -4.0388 -1.0061 0.1990
F -2.8066 0.6562 0.8764
F -4.6111 1.5704 -1.0360
F -2.5876 1.5493 -1.8111
H -5.4150 -0.3078 -3.8854
H -5.7507 1.0498 -2.8623
H -7.6623 0.5290 -1.1867
H -2.2020 -0.6747 -0.4806
*
```

- HOMO energy: -10.52 eV
- Structure (SMILES): FC(F)C(F)(F)COC(F)(F)C(F)F.FC(F)C(F)(F)COC(F)(F)C(F)F.O=S(=O)(F)NC[C@H]1CO1
- Lowest unoccupied orbital energy: -1.1 eV
- Molar mass: 619.3 Da